# 1
# C15H42N8O19P

9 unconnected molecules or ions with the total composition C15H42N8O19P at a distorted geometry (the ωB97M-V functional and the def2-TZVPD basis, the Open Molecules 2025 dataset).

E_HOMO	-4.63	eV
HOMO-LUMO gap	6.1	eV
charge	-1

Last column: Löwdin charge in e.
CARTESIAN COORDINATES (ANGSTROEM)
C1 -2.16 -0.56 -4.54  -0.16
O1 -1.15 -1.04 -3.70  -0.22
C2 0.04 -0.29 -3.91  -0.24
C3 1.25 -0.93 -3.21  -0.17
C4 1.51 -0.46 -1.75  -0.27
C5 1.07 -1.48 -0.67  -0.33
P1 -0.84 -1.40 -0.37  0.53
O2 -0.66 -0.03 0.75  -0.38
C6 -1.55 0.93 0.21  -0.30
C7 -2.72 0.25 -0.60  -0.31
O3 -2.60 -1.14 -0.33  -0.39
H1 -2.33 0.52 -4.44  0.06
H2 -1.94 -0.78 -5.60  0.08
H3 -3.10 -1.07 -4.31  0.09
H4 0.23 -0.34 -5.00  0.11
H5 -0.10 0.76 -3.64  0.12
H6 1.12 -2.02 -3.22  0.11
H7 2.13 -0.64 -3.80  0.10
H8 1.13 0.55 -1.53  0.09
H9 2.61 -0.39 -1.64  0.09
H10 1.41 -2.49 -0.98  0.06
H11 1.56 -1.22 0.28  0.04
H12 -0.84 -2.34 0.71  0.00
H13 -1.05 -2.48 -1.32  -0.02
H14 -0.84 -0.39 -1.39  0.01
H15 -1.02 1.65 -0.45  0.09
H16 -1.93 1.60 1.01  0.10
H17 -3.71 0.55 -0.21  0.10
H18 -2.80 0.53 -1.66  0.09
C8 1.72 1.46 2.34  0.05
N1 3.02 0.75 2.22  -0.44
O4 3.54 0.34 3.25  0.03
O5 3.48 0.62 1.12  0.07
H19 1.44 1.50 3.39  0.09
H20 1.87 2.46 1.94  0.10
H21 0.97 0.91 1.76  0.07
C9 6.71 0.28 3.96  0.05
N2 8.15 0.63 4.03  -0.43
O6 8.46 1.80 3.88  0.04
O7 8.94 -0.27 4.23  0.06
H22 6.14 1.18 3.77  0.06
H23 6.58 -0.43 3.15  0.11
H24 6.44 -0.16 4.91  0.11
C10 11.34 1.30 2.50  0.04
N3 11.20 1.42 1.02  -0.46
O8 11.43 2.51 0.52  0.05
O9 10.87 0.43 0.42  0.07
H25 11.63 2.27 2.90  0.10
H26 10.38 1.00 2.89  0.05
H27 12.10 0.55 2.69  0.10
C11 7.49 4.30 1.82  0.05
N4 6.04 3.98 1.79  -0.44
O10 5.29 4.79 1.28  0.08
O11 5.70 2.93 2.28  0.06
H28 7.64 5.26 1.35  0.09
H29 7.79 4.32 2.87  0.09
H30 8.01 3.52 1.28  0.10
C12 -4.00 2.29 -6.66  0.05
N5 -2.63 2.85 -6.50  -0.45
O12 -1.75 2.08 -6.20  0.06
O13 -2.50 4.04 -6.69  0.06
H31 -3.96 1.23 -6.46  0.09
H32 -4.64 2.80 -5.94  0.10
H33 -4.32 2.49 -7.67  0.10
C13 -4.60 -3.64 -1.00  0.05
N6 -5.82 -4.40 -0.62  -0.45
O14 -5.69 -5.38 0.08  0.05
O15 -6.89 -3.99 -1.04  0.05
H34 -3.74 -4.12 -0.55  0.10
H35 -4.53 -3.65 -2.08  0.10
H36 -4.71 -2.63 -0.62  0.09
C14 -7.53 -4.46 2.40  0.04
N7 -8.49 -4.00 3.44  -0.45
O16 -9.29 -4.80 3.87  0.07
O17 -8.40 -2.84 3.80  0.04
H37 -7.72 -5.50 2.19  0.09
H38 -7.68 -3.85 1.52  0.09
H39 -6.53 -4.33 2.80  0.11
C15 -8.60 0.13 2.90  0.03
N8 -9.07 1.24 2.03  -0.46
O18 -8.35 1.58 1.12  0.07
O19 -10.14 1.73 2.30  0.05
H40 -7.63 -0.20 2.55  0.09
H41 -8.52 0.52 3.92  0.10
H42 -9.33 -0.67 2.84  0.09



# 2
# H8O4

4 unconnected molecules or ions with the total composition H8O4 (the ωB97M-V functional and the def2-TZVPD basis, the Open Molecules 2025 dataset).

E_HOMO	-10.87	eV
energy above the lowest of the compared OMol25 structures with the same formula, charge and spin	0.924	eV
SMILES	O.O.O.O
HOMO-LUMO gap	11.1	eV

Last column: Löwdin charge in e.
CARTESIAN COORDINATES (ANGSTROEM)
O1 -0.40 -1.02 -1.03  -0.03
H1 0.40 -0.84 -0.54  0.01
H2 -0.20 -1.81 -1.54  0.06
O2 1.65 0.45 0.15  -0.04
H3 1.74 1.38 0.37  0.08
H4 1.77 0.42 -0.79  0.07
O3 -2.66 0.64 -1.00  -0.07
H5 -3.06 0.74 -1.86  0.02
H6 -1.99 -0.03 -1.12  -0.03
O4 1.14 -0.17 2.71  -0.06
H7 0.28 0.24 2.85  0.03
H8 1.34 0.00 1.79  -0.04



# 3
# C52H65AsF9N3PPdS2SeSi3

A molecular structure, C52H65AsF9N3PPdS2SeSi3 (the ωB97M-V functional and the def2-TZVPD basis, the Open Molecules 2025 dataset).

E_HOMO	-9.97	eV
energy above the lowest of the compared OMol25 structures with the same formula, charge and spin	0.000	eV
HOMO-LUMO gap	6.3	eV
charge	+1

Last column: Löwdin charge in e.
CARTESIAN COORDINATES (ANGSTROEM)
Pd1 0.43 0.60 0.70  0.13
S1 2.61 1.51 0.72  0.58
C1 1.86 2.88 -0.03  -1.07
N1 0.64 2.80 -0.48  -0.03
C2 0.23 4.02 -1.01  -0.33
C3 -0.99 4.26 -1.64  -0.03
C4 -1.24 5.52 -2.14  -0.07
C5 -0.29 6.54 -2.04  -0.08
C6 0.93 6.31 -1.45  -0.08
C7 1.19 5.04 -0.94  -0.47
S2 2.63 4.43 -0.18  1.05
H1 -1.71 3.46 -1.75  0.10
H2 -2.19 5.72 -2.63  0.11
H3 -0.51 7.52 -2.44  0.11
H4 1.68 7.09 -1.39  0.11
F1 -6.05 4.69 1.70  0.15
C8 -6.40 3.41 1.48  -0.59
F2 -7.03 2.97 2.58  0.15
F3 -7.29 3.41 0.47  0.15
C9 -5.21 2.55 1.15  -0.11
C10 -5.39 1.18 1.07  0.01
C11 -4.32 0.36 0.75  -0.07
C12 -3.06 0.92 0.54  -0.35
C13 -2.88 2.30 0.65  -0.09
C14 -3.96 3.12 0.93  0.00
P1 -1.61 -0.03 -0.02  0.96
C15 -2.14 -1.76 0.10  -0.38
C16 -1.81 -2.42 1.29  -0.13
C17 -2.17 -3.74 1.48  0.02
C18 -2.86 -4.41 0.48  -0.10
C19 -3.19 -3.77 -0.71  0.01
C20 -2.83 -2.44 -0.89  -0.07
C21 -3.18 -5.87 0.66  -0.59
F4 -2.12 -6.64 0.35  0.15
F5 -4.20 -6.26 -0.12  0.15
F6 -3.51 -6.15 1.93  0.15
C22 -1.60 0.38 -1.81  -0.33
C23 -2.79 0.47 -2.53  -0.07
C24 -2.77 0.73 -3.89  0.02
C25 -1.56 0.94 -4.53  -0.10
C26 -0.37 0.92 -3.81  0.01
C27 -0.39 0.64 -2.46  -0.11
C28 -1.49 1.17 -6.01  -0.58
F7 -0.70 2.20 -6.33  0.15
F8 -0.98 0.07 -6.63  0.14
F9 -2.70 1.40 -6.55  0.15
H5 -6.37 0.75 1.25  0.13
H6 -4.46 -0.71 0.67  0.11
H7 -1.90 2.72 0.50  0.08
H8 -3.83 4.19 1.00  0.13
H9 -1.26 -1.89 2.05  0.06
H10 -1.92 -4.25 2.40  0.13
H11 -3.72 -4.31 -1.48  0.13
H12 -3.08 -1.96 -1.83  0.10
H13 -3.74 0.34 -2.03  0.11
H14 -3.70 0.79 -4.45  0.13
H15 0.57 1.11 -4.31  0.13
H16 0.54 0.63 -1.90  0.07
C29 3.03 3.37 3.82  -0.21
Si1 1.17 3.27 3.92  0.29
C30 0.70 3.57 5.70  -0.21
C31 0.31 4.52 2.83  -0.20
As1 0.36 1.12 3.25  0.83
Si2 -1.66 1.01 4.53  0.31
C32 -2.57 2.61 4.20  -0.20
C33 -1.40 0.82 6.37  -0.19
C34 -2.61 -0.48 3.96  -0.21
Si3 1.88 -0.44 4.21  0.27
C35 3.39 -0.58 3.14  -0.24
C36 1.01 -2.09 4.29  -0.21
C37 2.43 0.09 5.92  -0.20
H17 3.32 4.43 3.79  0.04
H18 3.43 2.89 2.93  -0.03
H19 3.49 2.93 4.70  0.02
H20 1.19 4.48 6.04  0.05
H21 1.01 2.76 6.36  0.02
H22 -0.38 3.72 5.82  0.01
H23 0.93 5.41 2.72  0.04
H24 -0.64 4.82 3.27  0.03
H25 0.11 4.13 1.83  0.00
H26 -2.34 3.33 4.98  0.03
H27 -3.65 2.44 4.22  0.04
H28 -2.32 3.05 3.24  0.00
H29 -1.34 1.78 6.87  0.03
H30 -0.51 0.25 6.64  0.01
H31 -2.26 0.28 6.78  0.04
H32 -2.93 -0.41 2.92  0.00
H33 -3.51 -0.60 4.58  0.05
H34 -2.02 -1.39 4.08  0.02
H35 3.13 -0.81 2.10  -0.06
H36 4.01 -1.39 3.51  0.05
H37 3.98 0.34 3.15  0.02
H38 0.70 -2.42 3.29  0.01
H39 0.14 -2.08 4.95  0.02
H40 1.71 -2.83 4.67  0.04
H41 3.03 1.00 5.87  0.02
H42 3.08 -0.70 6.32  0.04
H43 1.62 0.24 6.62  0.01
C38 4.25 -4.22 -2.17  -0.09
C39 5.39 -3.38 -1.58  -0.23
C40 4.94 -2.36 -0.53  -0.18
C41 4.40 -1.04 -1.06  -0.14
N2 3.28 -1.19 -2.00  0.01
C42 2.04 -1.60 -1.68  -0.60
Se1 1.32 -1.74 0.04  0.78
N3 1.37 -1.86 -2.82  0.00
C43 0.06 -2.51 -2.89  -0.14
C44 0.17 -4.02 -2.77  -0.17
C45 0.79 -4.72 -3.97  -0.24
C46 -0.12 -4.72 -5.20  -0.09
C47 2.18 -1.56 -3.91  -0.16
C48 1.95 -1.60 -5.28  0.00
C49 2.99 -1.22 -6.10  -0.05
C50 4.23 -0.82 -5.57  -0.06
C51 4.46 -0.77 -4.21  0.01
C52 3.40 -1.14 -3.39  -0.15
H44 4.65 -5.05 -2.75  0.08
H45 3.61 -3.65 -2.83  0.04
H46 3.63 -4.64 -1.37  0.08
H47 5.94 -2.88 -2.38  0.11
H48 6.10 -4.06 -1.10  0.11
H49 5.79 -2.09 0.10  0.12
H50 4.19 -2.81 0.13  0.09
H51 5.18 -0.49 -1.60  0.13
H52 4.06 -0.40 -0.25  0.03
H53 -0.40 -2.20 -3.83  0.13
H54 -0.53 -2.11 -2.08  0.06
H55 -0.85 -4.41 -2.61  0.11
H56 0.73 -4.25 -1.86  0.10
H57 1.01 -5.76 -3.70  0.11
H58 1.75 -4.26 -4.22  0.09
H59 -1.06 -5.24 -4.99  0.08
H60 0.35 -5.22 -6.04  0.08
H61 -0.37 -3.71 -5.52  0.05
H62 1.00 -1.92 -5.68  0.10
H63 2.85 -1.24 -7.17  0.11
H64 5.02 -0.53 -6.25  0.11
H65 5.41 -0.45 -3.82  0.12



# 4
# C34H38N6O6P2Tc

A molecular structure, C34H38N6O6P2Tc at a distorted geometry (the ωB97M-V functional and the def2-TZVPD basis, the Open Molecules 2025 dataset).

E_HOMO (spin up / spin down)	-12.39 / -12.39	eV
energy above the lowest of the compared OMol25 structures with the same formula, charge and spin	0.000	eV
2S+1	4
HOMO-LUMO gap (spin up / spin down)	4.9 / 2.9	eV
charge	+2

Last column: Mulliken spin population.
CARTESIAN COORDINATES (ANGSTROEM)
Tc1 -1.32 0.21 1.98  2.16
C1 -0.02 -3.46 1.32  0.00
C2 0.71 -2.31 1.39  0.02
C3 1.09 -1.42 0.23  -0.02
C4 0.25 -0.26 -0.41  0.06
C5 -1.20 0.02 -0.08  0.03
C6 -2.07 -1.07 0.26  -0.29
C7 -1.81 -2.44 -0.32  -0.01
C8 -1.30 -3.64 0.55  0.00
C9 -2.91 1.39 2.21  -0.11
H1 0.25 -4.32 1.93  0.00
H2 1.01 -1.85 2.36  0.00
H3 1.33 -2.09 -0.61  0.00
H4 2.03 -0.93 0.54  0.00
H5 0.80 0.69 -0.21  -0.01
H6 0.32 -0.45 -1.49  -0.01
H7 -1.69 0.84 -0.64  0.12
H8 -3.15 -0.87 0.29  0.02
H9 -1.18 -2.36 -1.22  -0.01
H10 -2.81 -2.75 -0.66  0.00
H11 -2.11 -3.88 1.25  0.00
H12 -1.17 -4.51 -0.12  0.00
H13 -3.17 1.45 3.29  0.03
H14 -3.78 1.00 1.65  0.03
H15 -2.70 2.42 1.85  0.02
P1 -0.63 2.24 -2.09  -0.01
P2 2.86 0.53 -1.26  -0.02
N1 -1.74 1.78 -3.40  0.00
N2 -0.50 3.94 -2.59  0.00
N3 2.97 -0.59 -2.63  0.00
N4 4.54 0.99 -1.30  -0.04
C10 0.89 1.66 -2.96  0.00
C11 2.16 1.99 -2.17  0.00
C12 -3.14 1.72 -3.20  0.00
C13 -3.76 1.66 -4.44  0.00
C14 -2.74 1.73 -5.44  0.00
C15 -1.52 1.80 -4.77  0.00
C16 -0.84 5.01 -1.75  0.00
C17 -0.63 6.20 -2.43  0.00
C18 -0.15 5.87 -3.74  0.00
C19 -0.07 4.48 -3.81  0.00
C20 2.92 -1.99 -2.52  0.01
C21 2.91 -2.53 -3.80  0.00
C22 2.86 -1.45 -4.73  0.01
C23 2.94 -0.27 -4.00  0.01
C24 5.58 0.70 -2.21  0.34
C25 6.65 1.55 -1.94  0.16
C26 6.24 2.42 -0.86  0.12
C27 4.95 2.08 -0.51  0.36
H16 0.95 2.07 -3.99  0.00
H17 0.79 0.57 -3.06  0.00
H18 2.94 2.32 -2.88  0.01
H19 1.98 2.76 -1.39  0.00
H20 -3.55 1.73 -2.20  0.00
H21 -4.82 1.58 -4.62  0.00
H22 -2.86 1.76 -6.51  0.00
H23 -0.52 1.84 -5.19  0.00
H24 -1.18 4.79 -0.74  0.00
H25 -0.80 7.19 -2.04  0.00
H26 0.10 6.56 -4.53  0.00
H27 0.27 3.84 -4.61  0.00
H28 3.00 -2.46 -1.55  0.00
H29 2.97 -3.58 -4.05  0.00
H30 2.74 -1.50 -5.80  0.00
H31 3.01 0.76 -4.32  0.00
H32 5.47 -0.11 -2.92  0.02
H33 7.61 1.54 -2.43  0.00
H34 6.84 3.19 -0.39  0.00
H35 4.27 2.48 0.23  0.01
O1 -2.32 -1.50 2.95  -0.05
C28 -1.73 -1.21 4.04  0.01
O2 -0.94 -0.19 4.05  0.01
C29 -1.94 -1.99 5.28  -0.02
C30 -1.75 -1.34 6.51  0.00
C31 -1.97 -2.06 7.71  0.00
C32 -2.31 -3.42 7.67  0.00
C33 -2.41 -4.07 6.43  0.00
C34 -2.25 -3.35 5.23  0.00
N5 -2.63 -5.49 6.39  0.00
O3 -2.80 -6.08 7.48  0.00
O4 -2.64 -6.06 5.29  0.00
N6 -1.87 -1.33 8.93  0.00
O5 -1.66 -0.10 8.85  0.00
O6 -2.00 -1.92 10.02  0.00
H36 -1.42 -0.30 6.53  0.00
H37 -2.46 -3.97 8.59  0.00
H38 -2.31 -3.85 4.26  0.00



no.,E (eV)
1,-76324.9972
2,-8319.7521
3,-268168.5337
4,-77847.7252